The following is a DFT calculation (ωB97M-V with the def2-TZVPD basis set) of a single C2H6N2OS2 molecule.

Positions of all 13 atoms, in Å:
1 C 1.5395 -1.1811 1.0444
2 C -0.2221 0.4517 -0.7663
3 H 2.0621 -0.4215 1.8001
4 H 2.1205 -2.1578 0.9368
5 H 0.5610 -1.4291 1.6196
6 H 1.1574 1.8195 -0.4595
7 H -1.5968 2.0773 -0.5432
8 H -3.2328 -1.3628 -0.1361
9 N 0.2734 1.7057 -1.0514
10 N -1.4300 0.1055 -0.7223
11 O -0.7076 2.5696 -0.8511
12 S 1.3854 -0.5668 -0.7177
13 S -1.9098 -1.6102 -0.1533

Output
Total energy   -1060.79115 Ha
ΔE to the lowest compared entry with this formula, charge and spin   82.4 kcal per mole
SMILES   CS/C(=N\S)NO
Spin multiplicity   1
Net charge   0
Molar mass   138.2 g mol⁻¹
HOMO energy   -8.9 eV